Record 1
C49H50Br2ClMoN4OP2S2 | ωB97M-V/def2-TZVPD

Results
Multiplicity: 3
Kohn-Sham gap (alpha / beta) in eV: 5.39 / 5.04
<S²>: 2.039
Charge: -1
ΔE to the lowest compared entry with this formula, charge and spin in kJ/mol: 78.96
LUMO energy (alpha / beta) in eV: 1.409 / 1.058

Geometry as XYZ:
```
112
Properties=species:S:1:pos:R:3:lowdin_charge:R:1
Mo -0.13003 -0.13296 0.12272 1.221
C 3.75657 -2.52716 -0.41088 -0.128
C 2.90017 -3.02016 0.75712 -0.513
C 2.98557 -4.54566 0.93382 -0.109
P 1.12937 -2.38166 0.61102 1.073
C 0.25017 -3.21786 2.05772 -0.499
C -0.16793 -4.67926 1.88552 -0.101
C 1.03237 -3.04886 3.35772 -0.141
C 0.43377 -3.28276 -0.79908 -0.341
C 1.00967 -4.28076 -1.57588 -0.146
C 0.32167 -4.82126 -2.64758 -0.113
C -0.92283 -4.31816 -2.99008 -0.080
C -1.50653 -3.32546 -2.23378 -0.062
C -0.85513 -2.80976 -1.10758 -0.406
N -1.38243 -1.77716 -0.34748 -0.202
C -2.73653 -1.73806 -0.22348 -0.302
C -3.51203 -2.91956 -0.23138 -0.037
C -4.88223 -2.88026 -0.27628 -0.085
C -5.55513 -1.66296 -0.29208 -0.100
C -4.82683 -0.49776 -0.17258 -0.127
C -3.43643 -0.51546 -0.09408 -0.297
P -2.44163 0.96774 0.16912 1.081
C -2.95513 1.44094 1.92952 -0.483
C -2.45143 2.82894 2.34032 -0.092
C -4.41613 1.26774 2.33722 -0.098
C -3.13203 2.27614 -0.99958 -0.497
C -4.34283 3.10194 -0.56608 -0.102
C -3.39923 1.64574 -2.36378 -0.136
H 4.68847 -3.08846 -0.45648 0.079
H 4.02777 -1.48146 -0.27908 0.060
H 3.23977 -2.64356 -1.36258 -0.002
H 3.29327 -2.56166 1.66952 0.041
H 3.75497 -4.95756 0.28332 0.076
H 2.05167 -5.04196 0.69792 0.041
H 3.25567 -4.80206 1.95772 0.071
H -0.67263 -2.62916 2.13362 0.073
H 0.60837 -5.35856 2.22802 0.065
H -0.41633 -4.91636 0.85212 0.065
H -1.04973 -4.86406 2.49712 0.078
H 1.96707 -3.60376 3.32932 0.061
H 0.43997 -3.42426 4.19122 0.058
H 1.26107 -2.00276 3.54712 0.025
H 2.00987 -4.62876 -1.38388 0.091
H 0.77837 -5.59526 -3.24658 0.099
H -1.42903 -4.68616 -3.87058 0.102
H -2.45103 -2.89886 -2.53888 0.118
H -2.99903 -3.87066 -0.21018 0.115
H -5.44153 -3.80356 -0.31078 0.101
H -6.63223 -1.63386 -0.35898 0.093
H -5.34603 0.44794 -0.15478 0.087
H -2.40833 0.68144 2.50002 0.070
H -1.55213 3.11524 1.79912 0.055
H -2.22373 2.84544 3.40692 0.087
H -3.20843 3.58874 2.15682 0.066
H -5.08083 1.93054 1.79232 0.061
H -4.50263 1.50364 3.39832 0.084
H -4.74323 0.24064 2.19692 0.068
H -2.28573 2.96624 -1.10418 0.077
H -5.24503 2.49874 -0.50708 0.063
H -4.51863 3.86894 -1.32168 0.082
H -4.18623 3.60414 0.38422 0.049
H -2.52903 1.09104 -2.71458 -0.014
H -4.24023 0.96004 -2.31188 0.068
H -3.64203 2.42194 -3.08948 0.081
C 0.43207 3.19694 -0.85538 -0.029
C 0.71367 2.92554 0.58572 -0.310
C 1.23267 3.95824 1.36352 -0.003
C 1.42757 3.81124 2.71842 -0.005
C 0.96477 2.62824 3.32252 -0.216
C 0.88557 2.39294 4.70772 -0.613
Br 1.58407 3.69464 5.91652 0.742
C 0.24427 1.29114 5.23072 -0.173
C -0.26743 0.33564 4.37322 -0.586
Br -1.33043 -1.08156 5.07172 0.796
C -0.10363 0.42464 2.98042 -0.498
O -0.51633 -0.45616 2.14182 -0.309
C 0.47267 1.61644 2.46402 -0.238
N 0.41987 1.71854 1.10842 -0.017
H -0.01623 2.32364 -1.32468 0.020
H -0.24873 4.04554 -0.94068 0.096
H 1.34527 3.46204 -1.38158 0.085
H 1.49437 4.88274 0.87132 0.127
H 1.86267 4.59654 3.31512 0.083
H 0.12097 1.18314 6.29822 0.096
S 1.93137 -1.86906 -3.47638 0.627
C 1.73067 -0.29096 -4.07018 -0.766
C 2.60447 0.24064 -5.02638 -0.069
C 2.44067 1.53134 -5.50198 -0.206
C 3.34837 2.05634 -6.44298 -0.201
N 4.10277 2.47144 -7.20368 0.152
C 1.36047 2.32314 -5.04548 -0.216
C 0.47977 1.78904 -4.09798 -0.072
C 0.67097 0.52104 -3.59348 -0.653
S -0.46003 -0.18726 -2.43818 0.700
C 1.18327 3.62994 -5.51758 -0.229
N 1.01817 4.70924 -5.88128 0.136
H 3.41687 -0.37376 -5.38808 0.104
H -0.35673 2.38334 -3.76328 0.105
Cl 2.77567 -0.17026 2.24882 0.870
C 3.36647 1.15124 1.30452 -0.558
C 4.23117 2.04444 1.91262 -0.115
C 4.77807 3.08024 1.17782 -0.096
C 4.45977 3.19384 -0.16528 -0.080
C 3.56187 2.31904 -0.73938 -0.049
C 2.94637 1.28454 -0.02158 -0.310
C 1.95047 0.42584 -0.69618 -0.235
H 4.47657 1.91774 2.95592 0.104
H 5.45547 3.77864 1.64422 0.098
H 4.91297 3.96804 -0.76648 0.104
H 3.33527 2.41894 -1.79168 0.119
H 2.38407 -0.56176 -0.85668 0.000
H 1.83777 0.84674 -1.69648 0.015
```



Record 2
C49H50Br2ClMoN4OP2S2 | ωB97M-V/def2-TZVPD

Results
Multiplicity: 3
Kohn-Sham gap (alpha / beta) in eV: 5.94 / 6.25
<S²>: 2.030
Charge: -1
ΔE to the lowest compared entry with this formula, charge and spin in kJ/mol: 0.00
LUMO energy (alpha / beta) in eV: 1.527 / 1.307

Geometry as XYZ:
```
112
Properties=species:S:1:pos:R:3:nbo_charge:R:1
Mo 0.33687 -0.36622 -0.67132 0.671
C -3.58740 0.15583 0.21596 -0.625
C -3.52224 -1.21737 -0.43335 -0.513
C -4.55132 -2.10658 0.26771 -0.615
P -1.75741 -1.87881 -0.42362 1.162
C -2.01227 -3.36802 -1.57913 -0.507
C -2.81797 -4.60357 -1.15381 -0.604
C -0.70434 -3.86287 -2.21091 -0.612
C -1.57784 -2.15233 1.35596 -0.520
C -2.10878 -3.21725 2.07237 -0.121
C -2.06779 -3.25091 3.45550 -0.312
C -1.53446 -2.15883 4.12824 -0.168
C -1.00490 -1.08726 3.43985 -0.320
C -0.95043 -1.05937 2.02665 0.326
N -0.31260 -0.06646 1.32118 -0.703
C 0.36775 0.93352 2.10100 0.291
C 1.46966 0.52008 2.86173 -0.250
C 2.28181 1.41702 3.52413 -0.210
C 1.98960 2.77083 3.47827 -0.252
C 0.85392 3.19416 2.81474 -0.154
C 0.01709 2.30763 2.12871 -0.429
P -1.64205 2.76662 1.46099 0.819
C -2.51900 3.03592 3.11836 -0.482
C -2.63331 1.71710 3.88005 -0.607
C -1.94620 4.10026 4.05170 -0.621
C -1.73186 4.57162 0.86566 -0.482
C -0.47944 5.44084 0.92808 -0.611
C -2.28618 4.52957 -0.56703 -0.609
H -4.58859 0.57968 0.09838 0.202
H -2.87419 0.84170 -0.21765 0.265
H -3.37482 0.06546 1.28178 0.206
H -3.79239 -1.13607 -1.49108 0.222
H -4.28154 -2.27156 1.30936 0.222
H -4.69226 -3.07134 -0.21063 0.196
H -5.51102 -1.58489 0.25399 0.211
H -2.57341 -2.85235 -2.36860 0.227
H -2.54464 -4.95202 -0.15975 0.209
H -2.59286 -5.41283 -1.85200 0.209
H -3.89140 -4.44260 -1.18899 0.209
H -0.21870 -4.60179 -1.57109 0.211
H -0.00897 -3.04930 -2.39431 0.213
H -0.92250 -4.34153 -3.16917 0.211
H -2.55886 -4.04445 1.54166 0.190
H -2.45702 -4.10335 3.99711 0.203
H -1.51977 -2.15067 5.21175 0.204
H -0.58824 -0.26079 3.99530 0.224
H 1.70367 -0.53356 2.89133 0.231
H 3.15593 1.06106 4.05679 0.209
H 2.62495 3.48999 3.98145 0.208
H 0.59939 4.24069 2.85085 0.201
H -3.52470 3.34683 2.80884 0.206
H -1.65739 1.43477 4.27894 0.204
H -2.98264 0.90530 3.24321 0.217
H -3.32571 1.81445 4.72122 0.199
H -1.00391 3.75929 4.48101 0.214
H -2.64070 4.27661 4.87948 0.199
H -1.77704 5.05409 3.54901 0.201
H -2.50920 5.02807 1.48804 0.201
H 0.38498 4.91131 0.53542 0.220
H -0.25558 5.76709 1.94383 0.198
H -0.62854 6.34214 0.32605 0.201
H -1.64567 3.93820 -1.21457 0.227
H -2.35804 5.54299 -0.97506 0.191
H -3.28323 4.08553 -0.58215 0.206
C 3.21040 -0.81267 -2.97481 -0.666
C 1.85178 -1.15245 -3.49115 0.302
C 1.76006 -1.79580 -4.73937 -0.259
C 0.56206 -1.97767 -5.36745 -0.112
C -0.57533 -1.37295 -4.80204 -0.155
C -1.82771 -1.24904 -5.43628 -0.104
Br -2.14482 -2.12138 -7.10111 0.025
C -2.82119 -0.47007 -4.90931 -0.226
C -2.62210 0.17071 -3.68761 -0.198
Br -3.95555 1.36242 -3.05744 0.067
C -1.46639 -0.01723 -2.92651 0.383
O -1.27149 0.51921 -1.76700 -0.686
C -0.42416 -0.79763 -3.51957 0.186
N 0.75633 -0.80675 -2.80877 -0.455
H 3.97167 -1.17539 -3.66556 0.207
H 3.39362 -1.23155 -1.99371 0.274
H 3.29979 0.27289 -2.89209 0.247
H 2.67281 -2.14831 -5.19941 0.222
H 0.49710 -2.49486 -6.31413 0.230
H -3.75185 -0.33802 -5.44213 0.239
S 2.68238 -0.14522 0.15297 -0.024
C 3.24755 1.47547 -0.02222 -0.238
C 4.47540 1.85240 0.51605 -0.117
C 4.97846 3.13126 0.31528 -0.172
C 6.24239 3.49764 0.86456 0.289
N 7.26717 3.78583 1.30194 -0.335
C 4.25128 4.04985 -0.46585 -0.167
C 3.02474 3.67047 -1.00457 -0.195
C 2.49788 2.40663 -0.75837 -0.085
S 0.93196 1.95704 -1.34549 -0.048
C 4.73652 5.36395 -0.72702 0.290
N 5.08517 6.43554 -0.96126 -0.334
H 5.03716 1.12820 1.09176 0.225
H 2.47572 4.36857 -1.62244 0.228
Cl 3.14184 -2.83855 2.45518 -0.012
C 3.39690 -3.27184 0.79146 -0.053
C 4.62249 -3.84644 0.49048 -0.228
C 4.88120 -4.30338 -0.79014 -0.235
C 3.88733 -4.20575 -1.75076 -0.212
C 2.67582 -3.61745 -1.43644 -0.251
C 2.38822 -3.09386 -0.16916 0.080
C 1.06609 -2.46850 0.11725 -0.714
H 5.36421 -3.94783 1.27110 0.220
H 5.83779 -4.75149 -1.02597 0.208
H 4.05298 -4.59058 -2.75029 0.203
H 1.91556 -3.54933 -2.20460 0.206
H 0.94683 -2.41121 1.19571 0.226
H 0.31965 -3.18618 -0.22111 0.213
```



Record 3
C49H50Cl2GeNO5P2SW | ωB97M-V/def2-TZVPD

Results
Multiplicity: 1
Kohn-Sham gap (alpha / beta) in eV: 3.70 / 3.70
Charge: +3
ΔE to the lowest compared entry with this formula, charge and spin in kJ/mol: 2.15
LUMO energy (alpha / beta) in eV: -10.758 / -10.758

Geometry as XYZ:
```
112
Properties=species:S:1:pos:R:3:lowdin_charge:R:1
W -0.55867 0.42935 0.48560 1.396
O -0.41654 3.26790 2.56130 0.186
C -1.12612 2.95355 1.66224 -0.471
O -0.63888 2.39013 0.49688 -0.296
C -2.64235 3.05976 1.59284 -0.062
C -3.14205 2.92798 0.14916 -0.233
C -4.62974 3.26277 0.04872 -0.058
C -5.29325 1.99020 0.62710 -0.061
C -4.07011 1.18728 1.04112 -0.219
O -3.10973 1.47384 -0.01214 -0.158
C -3.39574 1.86536 2.26936 -0.061
C -2.54580 0.82908 2.93136 -0.409
O -2.60732 0.36091 4.00773 0.236
O -1.60658 0.30029 2.00479 -0.261
H -2.91718 3.99688 2.07513 0.179
H -2.51138 3.40097 -0.59378 0.141
H -4.91248 3.42761 -0.98867 0.116
H -4.87237 4.16530 0.60708 0.136
H -5.85861 1.45030 -0.13023 0.129
H -5.95690 2.18658 1.46646 0.135
H -4.20863 0.11375 1.13319 0.143
H -4.11819 2.21121 3.00470 0.178
C 4.86448 5.32289 1.57663 -0.392
S 3.36318 4.34148 1.40504 0.814
C 3.78247 2.96893 2.51380 -0.476
C 2.63519 1.96375 2.58083 -0.252
C 2.35313 1.40809 1.18960 -0.250
N 1.22454 0.46277 1.09402 -0.373
P 1.01330 -1.16566 1.50442 0.956
C 2.50638 -1.98264 0.95113 -0.354
C 2.60680 -2.52832 -0.32596 -0.108
C 3.82399 -3.05017 -0.73871 -0.056
C 4.91635 -3.03750 0.11808 -0.028
C 4.80692 -2.50725 1.39854 -0.034
C 3.59911 -1.98068 1.82385 -0.068
C 0.81529 -1.40454 3.26568 -0.373
C 0.82120 -2.72659 3.71725 -0.102
C 0.64164 -2.98619 5.06560 -0.041
C 0.46039 -1.93343 5.95587 -0.024
C 0.45288 -0.62148 5.50208 -0.032
C 0.62525 -0.35061 4.15389 -0.086
P -0.04724 1.20521 -1.82545 1.168
C 1.52096 1.25877 -2.54251 -0.425
C 1.72966 1.89199 -3.79414 -0.052
C 2.99978 1.95546 -4.31614 -0.013
C 4.06729 1.38644 -3.61701 0.023
C 3.86654 0.70433 -2.41667 -0.029
C 2.60056 0.61861 -1.89122 -0.138
C -1.15119 2.29879 -2.64510 -0.415
C -0.71398 3.61304 -2.90285 -0.079
C -1.59361 4.51547 -3.47394 -0.025
C -2.87526 4.10948 -3.82692 -0.006
C -3.30556 2.80864 -3.57846 -0.035
C -2.46041 1.90641 -2.96258 -0.088
H 4.73073 6.21548 0.96984 0.038
H 5.73409 4.77532 1.21963 0.042
H 5.00536 5.62266 2.61301 0.047
H 3.96378 3.36486 3.51285 0.094
H 4.70187 2.48815 2.17025 0.090
H 1.74239 2.45503 2.96593 0.088
H 2.90643 1.15540 3.26382 0.113
H 3.23286 0.86331 0.83194 0.121
H 2.14634 2.22613 0.49937 0.068
H 1.74902 -2.56020 -0.98870 0.062
H 3.91545 -3.48369 -1.72463 0.061
H 5.85852 -3.45848 -0.20742 0.125
H 5.65767 -2.51481 2.06619 0.125
H 3.50070 -1.58357 2.82721 0.117
H 0.99273 -3.55124 3.03273 0.119
H 0.65524 -4.00657 5.42395 0.123
H 0.32685 -2.13811 7.00955 0.125
H 0.30853 0.19390 6.19774 0.126
H 0.59141 0.67270 3.80463 0.091
H 0.89724 2.30334 -4.34534 0.116
H 3.17144 2.43680 -5.26881 0.132
H 5.06487 1.45113 -4.03306 0.135
H 4.69582 0.22605 -1.91358 0.129
H 2.42677 0.04530 -0.99428 0.057
H 0.27944 3.93297 -2.61814 0.123
H -1.27623 5.53379 -3.65300 0.130
H -3.54720 4.81545 -4.29762 0.131
H -4.30288 2.50258 -3.86478 0.129
H -2.80364 0.90836 -2.75202 0.065
Ge -1.90979 -1.75690 -0.97112 1.000
C -1.19745 -3.05463 -2.15888 -0.407
C -1.46121 -2.93462 -3.52353 -0.157
C -1.10042 -3.95675 -4.38790 -0.075
C -0.45000 -5.08021 -3.89544 -0.055
C -0.17299 -5.19848 -2.53649 -0.058
C -0.55636 -4.19441 -1.66530 -0.119
C -2.76382 -2.36732 0.64835 -0.377
C -2.14409 -2.87348 1.78481 -0.124
C -2.90242 -3.39373 2.82088 -0.037
C -4.28787 -3.42177 2.72018 -0.028
C -4.91613 -2.93316 1.58125 -0.045
C -4.16056 -2.39595 0.54975 -0.133
H -2.83435 -0.75611 -1.67818 -0.027
H -1.97529 -2.06272 -3.91384 0.099
H -1.33839 -3.88488 -5.44118 0.121
H -0.17106 -5.87931 -4.56999 0.124
H 0.31789 -6.08545 -2.15945 0.121
H -0.38063 -4.31392 -0.60140 0.104
H -1.06718 -2.87574 1.87315 0.048
H -2.41348 -3.78017 3.70528 0.117
H -4.87978 -3.83111 3.52771 0.125
H -5.99380 -2.97087 1.49444 0.123
H -4.66798 -2.01841 -0.33253 0.105
Cl 1.66187 -1.82743 -3.76801 0.607
C 2.47810 -2.89725 -4.95190 -0.928
Cl 3.15372 -4.33621 -4.20819 0.595
H 3.27013 -2.32448 -5.41794 0.034
H 1.72633 -3.20300 -5.67043 0.030
```



Strongest force on any atom (Eh/bohr)
0.039, 0.027, 0.024